(1)
The following is a quantum chemistry calculation of a single C22H32N2O5 molecule, from the OMol25 dataset.

Properties
SMILES: CC(C)[C@H](NC(=O)OCc1ccccc1)C(=O)OCC(=O)N1[C@H](C)CCC[C@@H]1C
HOMO energy: -9.267 eV
Multiplicity: 1
LUMO: 0.69 eV
Gap between HOMO and LUMO: 9.9546 eV

The geometry in XYZ format:
```
61
Properties=species:S:1:pos:R:3:lowdin_charge:R:1
C 3.0683 -1.9492 3.8597 -0.060
C 1.7284 -1.2786 3.5752 -0.353
C 0.5692 -2.1878 3.9783 -0.053
C 1.6340 -0.8691 2.0840 -0.184
N 0.6210 0.1344 1.8767 0.137
C 0.8987 1.3042 1.2537 -0.582
O 2.0056 1.6945 0.9763 0.095
O -0.2426 1.9797 1.0094 0.017
C -0.0954 3.2653 0.4009 -0.116
C -1.2543 4.1363 0.7968 -0.200
C -2.5543 3.6831 0.6094 -0.035
C -3.6293 4.4745 0.9705 -0.080
C -3.4153 5.7300 1.5146 -0.092
C -2.1225 6.1874 1.7020 -0.084
C -1.0456 5.3919 1.3495 -0.038
C 1.4054 -2.1000 1.2169 -0.460
O 2.2346 -2.9478 1.0119 0.123
O 0.1655 -2.1315 0.7242 0.011
C -0.2267 -3.2770 -0.0285 -0.041
C -0.9578 -2.9175 -1.3296 -0.411
O -2.1119 -3.2856 -1.4590 0.062
N -0.2863 -2.2601 -2.2953 0.024
C 1.0752 -1.7649 -2.1502 -0.298
C 1.1073 -0.2939 -1.7173 -0.016
C 1.8852 -2.0038 -3.4305 -0.137
C 1.1606 -1.5093 -4.6747 -0.190
C -0.1897 -2.2078 -4.7611 -0.143
C -1.0400 -1.9612 -3.5147 -0.311
C -1.6573 -0.5619 -3.4832 -0.026
H 3.1960 -2.8234 3.2271 0.074
H 3.8886 -1.2624 3.6672 0.084
H 3.1164 -2.2617 4.8999 0.080
H 1.6647 -0.3491 4.1511 0.143
H 0.5875 -2.3580 5.0522 0.083
H 0.6504 -3.1528 3.4822 0.087
H -0.3895 -1.7428 3.7218 0.078
H 2.5856 -0.4141 1.7835 0.164
H -0.3467 -0.1278 1.9741 0.153
H -0.0722 3.1281 -0.6891 0.141
H 0.8601 3.6992 0.7123 0.126
H -2.7154 2.7030 0.1864 0.115
H -4.6365 4.1129 0.8242 0.103
H -4.2546 6.3497 1.7934 0.101
H -1.9509 7.1646 2.1286 0.102
H -0.0375 5.7492 1.5021 0.112
H -0.9452 -3.8391 0.5771 0.142
H 0.6475 -3.9090 -0.2241 0.134
H 1.5595 -2.3527 -1.3677 0.123
H 0.3072 -0.0956 -1.0084 0.078
H 2.0556 -0.0682 -1.2354 0.090
H 0.9936 0.3776 -2.5625 0.070
H 2.8504 -1.5078 -3.3209 0.121
H 2.0676 -3.0759 -3.5354 0.121
H 1.0288 -0.4278 -4.6392 0.101
H 1.7545 -1.7377 -5.5614 0.112
H -0.7461 -1.8658 -5.6346 0.117
H -0.0232 -3.2822 -4.8681 0.120
H -1.8700 -2.6772 -3.5134 0.139
H -2.3794 -0.4711 -4.2910 0.083
H -0.9143 0.2201 -3.5989 0.061
H -2.1792 -0.4148 -2.5410 0.085
```

***

(2)
The following is a quantum chemistry calculation of a single C22H32N2O5 molecule, from the OMol25 dataset.

Properties
SMILES: COc1cc2c(C(=O)NCCCOC(C)C)cn(CC(C)C)c(=O)c2cc1OC
HOMO energy: -7.674 eV
Multiplicity: 1
LUMO: 0.59 eV
Gap between HOMO and LUMO: 8.2674 eV

The geometry in XYZ format:
```
61
Properties=species:S:1:pos:R:3:lowdin_charge:R:1
C -4.2073 -3.7395 -0.4156 -0.075
O -4.7362 -2.4782 -0.0896 -0.053
C -3.9350 -1.3895 -0.2034 -0.181
C -2.6114 -1.4174 -0.5813 0.044
C -1.8569 -0.2363 -0.6796 -0.106
C -0.4857 -0.2038 -1.0966 -0.066
C 0.3826 -1.3956 -1.2867 -0.453
O 1.1494 -1.5158 -2.2212 0.064
N 0.2834 -2.3207 -0.2926 0.066
C 1.3476 -3.2689 -0.0704 -0.168
C 2.0725 -3.0256 1.2601 -0.146
C 2.3365 -1.5343 1.5496 -0.215
O 2.7729 -0.7726 0.4555 -0.147
C 4.0882 -1.0323 -0.0265 -0.435
C 4.1493 -0.4685 -1.4424 -0.028
C 5.1529 -0.3921 0.8674 -0.037
C 0.1166 1.0002 -1.2741 0.018
N -0.4812 2.1829 -0.9995 0.011
C 0.2733 3.4143 -1.1199 -0.111
C 1.1766 3.7081 0.0936 -0.388
C 0.3935 3.5963 1.3990 -0.065
C 2.4176 2.8186 0.1344 -0.080
C -1.7977 2.2635 -0.5615 -0.373
O -2.3142 3.3467 -0.3316 0.052
C -2.4892 0.9883 -0.4220 -0.062
C -3.8336 1.0138 -0.0250 0.064
C -4.5596 -0.1459 0.1001 -0.188
O -5.8606 -0.2263 0.4818 -0.061
C -6.5373 0.9731 0.7704 -0.076
H -3.3780 -4.0126 0.2458 0.097
H -5.0250 -4.4446 -0.2765 0.096
H -3.8682 -3.7782 -1.4558 0.100
H -2.1395 -2.3501 -0.8439 0.104
H -0.2936 -2.0943 0.5028 0.137
H 2.0342 -3.1464 -0.9119 0.118
H 0.9526 -4.2913 -0.0876 0.118
H 1.4748 -3.4122 2.0887 0.111
H 3.0113 -3.5810 1.2448 0.106
H 1.4035 -1.0494 1.8545 0.122
H 3.0390 -1.4625 2.3925 0.117
H 4.2570 -2.1183 -0.0660 0.137
H 3.3101 -0.8460 -2.0210 0.060
H 4.0911 0.6159 -1.4088 0.071
H 5.0791 -0.7599 -1.9226 0.083
H 5.1504 -0.8301 1.8632 0.069
H 4.9628 0.6748 0.9557 0.079
H 6.1358 -0.5424 0.4298 0.081
H 1.1335 1.0410 -1.6318 0.138
H -0.4649 4.2158 -1.2103 0.126
H 0.8758 3.3730 -2.0307 0.132
H 1.5069 4.7465 -0.0260 0.135
H 0.9915 3.9626 2.2302 0.078
H 0.1320 2.5586 1.5992 0.082
H -0.5243 4.1758 1.3456 0.076
H 2.1590 1.7757 0.3047 0.058
H 3.0698 3.1396 0.9443 0.080
H 2.9751 2.8952 -0.7976 0.076
H -4.2643 1.9835 0.1658 0.116
H -6.5776 1.6314 -0.1030 0.100
H -6.0694 1.5075 1.6033 0.099
H -7.5478 0.6797 1.0501 0.094
```

***

(3)
The following is a quantum chemistry calculation of a single C22H32N2O5 molecule, from the OMol25 dataset.

Properties
SMILES: CC(C)[C@H](NC(=O)OCc1ccccc1)C(=O)OCC(=O)N1[C@H](C)CCC[C@@H]1C
HOMO energy: -8.998 eV
Multiplicity: 1
LUMO: 0.74 eV
Gap between HOMO and LUMO: 9.7418 eV

The geometry in XYZ format:
```
61
Properties=species:S:1:pos:R:3:lowdin_charge:R:1
C 4.7171 -2.6135 1.3377 -0.062
C 3.3166 -3.0624 0.9296 -0.368
C 3.3678 -3.8942 -0.3489 -0.053
C 2.4136 -1.8307 0.7459 -0.201
N 2.2701 -1.1229 1.9995 0.135
C 1.8449 0.1664 2.0070 -0.546
O 1.8150 0.8913 1.0446 0.117
O 1.5229 0.5410 3.2644 0.008
C 1.0444 1.8732 3.4081 -0.118
C -0.4203 2.0053 3.0743 -0.201
C -0.9306 3.2329 2.6714 -0.047
C -2.2771 3.3696 2.3839 -0.087
C -3.1259 2.2805 2.4934 -0.095
C -2.6214 1.0546 2.8921 -0.094
C -1.2749 0.9171 3.1824 -0.025
C 1.0262 -2.2358 0.2476 -0.469
O 0.1374 -2.6053 0.9725 0.129
O 0.9306 -2.0935 -1.0670 0.029
C -0.3019 -2.4362 -1.7025 -0.041
C -0.6283 -1.4083 -2.7972 -0.417
O -0.5617 -1.7586 -3.9619 0.063
N -0.9575 -0.1572 -2.4240 0.029
C -1.2324 0.2293 -1.0457 -0.293
C -2.7092 0.0228 -0.6858 -0.011
C -0.7705 1.6603 -0.7547 -0.132
C -1.2330 2.6484 -1.8145 -0.182
C -0.7111 2.1849 -3.1669 -0.142
C -1.2112 0.7840 -3.5163 -0.311
C -2.6757 0.7695 -3.9595 -0.028
H 5.3377 -3.4774 1.5622 0.080
H 5.1822 -2.0549 0.5292 0.087
H 4.6761 -1.9768 2.2173 0.072
H 2.8863 -3.6722 1.7323 0.146
H 2.3986 -4.3337 -0.5704 0.080
H 4.0880 -4.7011 -0.2368 0.083
H 3.6663 -3.2777 -1.1933 0.092
H 2.8499 -1.1399 0.0183 0.167
H 2.0399 -1.6776 2.8109 0.161
H 1.6336 2.5412 2.7703 0.131
H 1.2179 2.1254 4.4592 0.140
H -0.2686 4.0814 2.5795 0.117
H -2.6639 4.3273 2.0688 0.104
H -4.1763 2.3869 2.2665 0.103
H -3.2781 0.2018 2.9856 0.107
H -0.8829 -0.0405 3.4911 0.119
H -1.0949 -2.5288 -0.9540 0.125
H -0.1636 -3.3976 -2.2079 0.142
H -0.6440 -0.4140 -0.3905 0.120
H -2.8157 0.0309 0.3959 0.062
H -3.3352 0.8102 -1.0926 0.067
H -3.0660 -0.9321 -1.0659 0.085
H -1.1486 1.9433 0.2277 0.096
H 0.3192 1.6721 -0.7019 0.109
H -2.3213 2.7191 -1.8278 0.102
H -0.8426 3.6409 -1.5843 0.113
H -1.0175 2.8701 -3.9587 0.116
H 0.3803 2.1729 -3.1330 0.121
H -0.6220 0.4029 -4.3589 0.141
H -3.3332 1.2179 -3.2219 0.060
H -2.9908 -0.2555 -4.1365 0.084
H -2.7746 1.3232 -4.8898 0.082
```

***

Of them, (3) has the highest stability.

***

(1)
The following is a quantum chemistry calculation of a single C5H6N2 molecule, from the OMol25 dataset.

Properties
SMILES: C1=N[C@H]1C[C@H]1C=N1
HOMO energy: -9.810 eV
Multiplicity: 1
LUMO: 1.13 eV
Gap between HOMO and LUMO: 10.9410 eV

The geometry in XYZ format:
```
13
Properties=species:S:1:pos:R:3:lowdin_charge:R:1
C 1.1291 1.6105 -0.6249 -0.122
N 0.1960 2.4480 -0.6894 0.146
C 0.1112 1.3555 0.3662 -0.301
C -0.8735 0.2185 0.1773 -0.164
C -0.2127 -1.0973 0.5411 -0.288
C -0.1030 -2.2222 -0.3630 -0.107
N 0.9529 -1.5464 -0.3316 0.149
H 2.0430 1.3450 -1.1421 0.111
H 0.2773 1.6781 1.3962 0.120
H -1.1936 0.2056 -0.8716 0.117
H -1.7699 0.3720 0.7917 0.110
H -0.0662 -1.2631 1.6103 0.118
H -0.4906 -3.1043 -0.8602 0.109
```

***

(2)
The following is a quantum chemistry calculation of C5H6N2 as an isolated structure, from the OMol25 dataset.

Properties
HOMO energy: -9.782 eV
Multiplicity: 1
LUMO: 1.23 eV
Gap between HOMO and LUMO: 11.0141 eV

The geometry in XYZ format:
```
13
Properties=species:S:1:pos:R:3:lowdin_charge:R:1
N -0.8095 -0.7105 1.6791 0.151
C 0.0578 -1.5379 1.3112 -0.105
C -0.7931 -1.1286 0.2162 -0.246
C -0.2690 -0.1227 -0.7895 -0.310
C -0.2056 1.3606 -0.3235 -0.102
C 1.2614 1.0829 -0.4632 -0.151
N 1.2251 -0.1344 -0.8675 0.095
H -1.6175 -1.7668 -0.1004 0.114
H -0.7287 -0.2803 -1.7704 0.134
H -0.6243 2.1050 -1.0077 0.104
H -0.5682 1.5380 0.6943 0.097
H 2.1638 1.6723 -0.2888 0.104
H 0.9077 -2.0774 1.7103 0.115
```

***

Of them, (2) has the highest stability.